1.
The following is a quantum chemistry calculation of a molecular structure, C48H40ClMoN2O9P2, from the Open Molecules 2025 dataset.

## Properties
* strongest force on any atom: 0.0576 hartree/bohr
* LUMO (spin up / spin down): -3.466 / -3.742 eV
* 2S+1: 3
* net charge: +1
* HOMO level (spin up / spin down): -9.8 / -10.3 eV
* relative energy (zero: lowest compared OMol25 entry of this formula, charge and spin): 75.6 kcal/mol

Geometry (Å):
Mo -0.618 1.109 -0.522
O -4.698 1.138 -1.348
C -3.422 1.227 -1.354
O -2.699 0.452 -0.793
C -2.826 2.349 -2.137
C -3.472 3.249 -2.922
C -2.695 4.182 -3.612
C -1.327 4.129 -3.500
C -0.762 3.165 -2.688
N -1.520 2.312 -2.014
C 0.708 2.916 -2.476
O 1.543 3.613 -2.974
O 0.909 1.831 -1.731
H -4.944 0.357 -0.821
H -4.554 3.223 -2.996
H -3.167 4.932 -4.239
H -0.670 4.815 -4.024
C 0.341 -3.255 6.132
O -0.231 -1.967 6.425
C -0.607 -1.206 5.401
C -1.127 0.066 5.783
C -1.507 0.932 4.822
C -1.412 0.601 3.432
C -1.670 1.572 2.460
C -2.064 2.968 2.818
O -1.521 1.342 1.210
C -0.951 -0.711 3.074
O -0.959 -1.053 1.847
C -0.509 -1.593 4.084
H 0.583 -3.697 7.090
H 1.245 -3.148 5.533
H -0.377 -3.885 5.608
H -1.185 0.311 6.837
H -1.871 1.911 5.118
H -1.257 3.449 3.376
H -2.952 2.962 3.452
H -2.249 3.539 1.922
H -0.120 -2.556 3.779
C 2.568 -0.478 -1.057
N 1.277 -1.244 -1.279
P 0.095 -0.604 -2.346
C 0.899 -0.103 -3.888
C 0.258 0.795 -4.735
C 0.792 1.105 -5.978
C 1.969 0.501 -6.392
C 2.598 -0.425 -5.569
C 2.065 -0.734 -4.324
C -0.956 -1.990 -2.946
C -0.535 -2.763 -4.034
C -1.301 -3.824 -4.493
C -2.513 -4.132 -3.884
C -2.947 -3.373 -2.806
C -2.176 -2.310 -2.346
P 0.257 -1.276 0.281
C -0.490 -2.944 -0.006
C 0.147 -3.826 -0.882
C -0.362 -5.096 -1.119
C -1.532 -5.509 -0.498
C -2.188 -4.637 0.361
C -1.674 -3.368 0.607
C 1.622 -1.576 1.459
C 2.001 -0.594 2.375
C 3.056 -0.822 3.254
C 3.740 -2.032 3.231
C 3.361 -3.017 2.329
C 2.310 -2.788 1.446
H 2.914 -0.002 -1.961
H 3.332 -1.174 -0.715
H 2.478 0.310 -0.320
H -0.682 1.245 -4.443
H 0.287 1.814 -6.621
H 2.392 0.742 -7.361
H 3.508 -0.915 -5.898
H 2.548 -1.476 -3.701
H 0.401 -2.548 -4.535
H -0.950 -4.411 -5.334
H -3.112 -4.963 -4.246
H -3.884 -3.614 -2.313
H -2.504 -1.768 -1.479
H 1.039 -3.504 -1.405
H 0.157 -5.758 -1.804
H -1.933 -6.501 -0.688
H -3.110 -4.942 0.848
H -2.206 -2.706 1.270
H 1.481 0.352 2.394
H 3.348 -0.049 3.957
H 4.568 -2.208 3.912
H 3.885 -3.968 2.309
H 2.025 -3.569 0.753
Cl 3.736 6.807 4.379
C 2.845 5.768 3.307
C 2.136 6.325 2.256
C 1.410 5.493 1.414
C 1.415 4.119 1.616
C 2.146 3.577 2.664
C 2.860 4.401 3.523
C 0.607 3.223 0.745
O -0.371 3.620 0.072
O 0.928 1.963 0.734
H 2.155 7.399 2.105
H 0.838 5.907 0.593
H 2.156 2.501 2.807
H 3.429 3.992 4.352

Atomic partial charges in e from the Löwdin method, atoms 1 to 5: atom 1 (Mo): 1.6681, atom 2 (O): 0.2285, atom 3 (C): -0.4597, atom 4 (O): -0.0149, atom 5 (C): -0.1662

2.
The following is a quantum chemistry calculation of a molecular structure, C48H41BrGeN9O3STi, from the Open Molecules 2025 dataset.

## Properties
* strongest force on any atom: 0.1138 hartree/bohr
* LUMO (spin up / spin down): -6.174 / -6.264 eV
* 2S+1: 2
* net charge: +2
* HOMO level (spin up / spin down): -11.4 / -11.4 eV
* relative energy (zero: lowest compared OMol25 entry of this formula, charge and spin): 0.0 kcal/mol

Geometry (Å):
Ti 2.976 -0.637 0.036
N -0.108 3.617 -2.728
C 0.006 3.111 -1.472
N 1.101 2.650 -0.966
C 2.242 2.695 -1.768
N 3.312 2.054 -1.352
N 3.115 1.473 -0.166
C 3.058 2.143 1.026
C 2.613 1.350 2.076
C 2.435 1.843 3.394
C 2.222 0.894 4.397
C 1.853 -0.453 4.096
C 1.911 -0.761 2.794
N 2.271 0.046 1.759
C 2.272 3.249 -3.107
C 3.450 3.413 -3.885
C 3.406 4.084 -5.118
C 2.166 4.597 -5.558
C 0.973 4.397 -4.838
C 1.045 3.728 -3.592
H -1.005 3.934 -3.075
H -0.869 3.140 -0.795
H 3.512 3.177 1.143
H 2.498 2.870 3.627
H 2.276 1.265 5.417
H 1.553 -1.216 4.855
H 1.511 -1.654 2.430
H 4.418 3.036 -3.473
H 4.328 4.250 -5.657
H 2.104 5.207 -6.457
H 0.010 4.800 -5.176
O 1.250 -0.306 -3.240
C 0.749 -0.669 -2.163
O 1.441 -0.762 -1.035
C -0.680 -1.124 -2.221
C -0.940 -1.635 -3.548
C -1.880 -2.639 -3.634
C -2.597 -3.077 -2.522
C -2.492 -2.426 -1.311
C -1.523 -1.431 -1.111
S -1.391 -0.839 0.547
H -0.339 -1.357 -4.359
H -2.033 -3.145 -4.577
H -3.305 -3.878 -2.646
H -3.163 -2.660 -0.490
C 7.839 0.027 0.196
N 6.860 -0.534 -0.707
C 7.206 -0.796 -2.048
C 6.184 -0.924 -2.982
C 4.852 -0.786 -2.591
N 4.587 -0.789 -1.247
C 5.558 -0.653 -0.305
O 5.134 -0.558 0.877
N 3.925 -0.466 -3.450
H 7.785 1.138 0.256
H 8.860 -0.258 -0.014
H 7.611 -0.348 1.198
H 8.258 -0.942 -2.237
H 6.395 -0.961 -4.078
H 4.089 -0.564 -4.481
H 2.978 -0.252 -3.105
C -2.827 1.640 2.266
Ge -3.433 0.130 1.136
C -4.563 0.627 -0.413
C -4.752 1.965 -0.834
C -5.527 2.216 -1.942
C -6.182 1.189 -2.700
C -5.992 -0.110 -2.258
C -5.152 -0.376 -1.166
C -4.303 -0.953 2.530
C -3.794 -2.199 2.813
C -4.230 -2.877 3.965
C -5.331 -2.450 4.698
C -5.899 -1.194 4.446
C -6.912 -0.627 5.292
C -7.439 0.565 5.052
C -6.926 1.310 3.981
C -5.929 0.868 3.143
C -5.338 -0.419 3.347
H -3.615 2.388 2.314
H -1.853 2.025 1.889
H -2.691 1.258 3.281
H -4.349 2.806 -0.270
H -5.702 3.242 -2.210
H -6.795 1.416 -3.599
H -6.429 -0.919 -2.856
H -4.988 -1.419 -0.940
H -3.016 -2.736 2.194
H -3.801 -3.860 4.211
H -5.678 -3.082 5.512
H -7.257 -1.210 6.152
H -8.321 0.988 5.610
H -7.381 2.269 3.632
H -5.611 1.507 2.277
Br 3.903 -4.281 4.429
C 3.177 -3.909 2.736
C 1.944 -4.549 2.393
C 1.477 -4.417 1.092
C 2.060 -3.463 0.283
N 3.176 -2.766 0.661
C 3.789 -3.088 1.812
H 1.474 -5.155 3.158
H 0.694 -5.112 0.705
H 1.690 -3.322 -0.718
H 4.758 -2.603 2.059

Atomic partial charges in e from the Löwdin method, atoms 1 to 5: atom 1 (Ti): 1.0583, atom 2 (N): 0.1334, atom 3 (C): -0.1275, atom 4 (N): 0.1430, atom 5 (C): -0.2628

3.
The following is a quantum chemistry calculation of a molecular structure, C48H41F6InN8O, from the Open Molecules 2025 dataset.

## Properties
* strongest force on any atom: 0.0393 hartree/bohr
* LUMO: 3.186 eV
* 2S+1: 1
* net charge: -2
* HOMO level: -2.4 eV
* relative energy (zero: lowest compared OMol25 entry of this formula, charge and spin): 31.2 kcal/mol

Geometry (Å):
In 0.276 0.019 0.600
N 8.835 -6.326 -0.395
C 7.884 -5.676 -0.411
C 6.722 -4.887 -0.413
C 6.388 -4.142 0.728
C 5.252 -3.367 0.723
C 4.420 -3.316 -0.399
C 4.745 -4.069 -1.522
C 5.888 -4.843 -1.538
C 3.241 -2.426 -0.288
C 3.526 -1.069 -0.415
C 4.817 -0.554 -0.742
C 4.764 0.794 -0.505
C 3.450 1.058 -0.062
N 2.705 -0.030 -0.038
C 2.069 -2.997 0.200
C 1.872 -4.387 0.452
C 0.680 -4.492 1.123
C 0.184 -3.177 1.250
N 0.988 -2.299 0.684
H 7.021 -4.188 1.603
H 4.985 -2.783 1.591
H 4.100 -4.032 -2.388
H 6.148 -5.424 -2.413
H 5.652 -1.135 -1.093
H 5.547 1.523 -0.612
H 3.074 2.011 0.248
H 2.537 -5.176 0.143
H 0.208 -5.382 1.495
H -0.726 -2.869 1.733
C -2.676 -0.416 4.810
C -3.032 -1.060 3.501
C -4.108 -1.945 3.419
C -4.413 -2.535 2.205
C -5.607 -3.451 2.091
C -3.636 -2.275 1.085
C -2.534 -1.390 1.125
C -2.288 -0.793 2.376
N -1.688 -1.122 0.107
C -1.924 -1.522 -1.260
C -3.289 -1.027 -1.775
C -0.877 -0.832 -2.125
C -1.754 -3.041 -1.482
H -3.573 -0.177 5.382
H -2.102 0.493 4.648
H -2.065 -1.093 5.410
H -4.699 -2.164 4.300
H -6.028 -3.660 3.075
H -5.350 -4.402 1.621
H -6.384 -2.980 1.485
H -3.912 -2.784 0.177
H -1.454 -0.107 2.430
H -3.318 0.053 -1.666
H -4.126 -1.433 -1.220
H -3.407 -1.286 -2.826
H -1.003 0.239 -1.998
H -0.994 -1.091 -3.178
H 0.118 -1.138 -1.796
H -2.395 -3.629 -0.834
H -0.722 -3.323 -1.284
H -1.985 -3.286 -2.520
N -2.355 1.662 -0.479
C -3.215 2.397 -0.231
C -4.261 3.265 0.006
C -5.477 2.818 0.497
N -6.522 2.497 0.876
C -4.164 4.613 -0.296
N -4.159 5.738 -0.568
C 2.971 -0.811 3.064
C 1.827 0.116 3.511
O 0.719 0.091 2.768
C 1.442 -0.304 4.956
F 1.160 -1.613 5.026
F 0.384 0.339 5.446
F 2.442 -0.110 5.857
C 2.381 1.568 3.612
F 3.696 1.617 3.937
F 2.263 2.214 2.453
F 1.770 2.328 4.532
H 2.516 -1.736 2.720
H 3.652 -1.008 3.891
H 3.509 -0.346 2.243
C -1.664 5.063 2.229
C -1.432 3.802 2.754
C -0.754 2.849 2.025
C -0.267 3.122 0.744
C -0.581 4.378 0.199
C -1.248 5.332 0.935
N 0.439 2.188 0.029
C 1.220 2.577 -1.020
C 1.392 1.755 -2.139
C 2.162 2.137 -3.215
C 2.837 3.346 -3.204
C 2.756 4.140 -2.070
C 1.969 3.774 -1.002
H -2.193 5.813 2.798
H -1.780 3.552 3.749
H -0.591 1.866 2.438
H -0.315 4.590 -0.827
H -1.469 6.289 0.482
H 0.908 0.797 -2.142
H 2.225 1.485 -4.077
H 3.426 3.659 -4.054
H 3.328 5.056 -2.014
H 1.952 4.395 -0.118

Atomic partial charges in e from the Löwdin method, atoms 1 to 5: atom 1 (In): 1.0399, atom 2 (N): 0.1399, atom 3 (C): -0.2114, atom 4 (C): -0.2454, atom 5 (C): -0.0098

4.
The following is a quantum chemistry calculation of a molecular structure, C48H41GeMnN7O9, from the Open Molecules 2025 dataset.

## Properties
* strongest force on any atom: 0.0820 hartree/bohr
* LUMO (spin up / spin down): 3.690 / 3.690 eV
* 2S+1: 6
* net charge: -2
* HOMO level (spin up / spin down): -1.0 / -2.6 eV
* relative energy (zero: lowest compared OMol25 entry of this formula, charge and spin): 28.1 kcal/mol

Geometry (Å):
Mn 1.007 1.213 0.882
C 3.534 0.200 6.155
C 2.308 0.774 6.467
C 1.289 0.791 5.543
C 1.482 0.231 4.262
C 2.733 -0.343 3.963
C 3.741 -0.350 4.897
N 0.548 0.269 3.289
N -0.695 0.530 3.574
C -1.513 0.842 2.580
C -2.901 0.906 2.874
C -3.808 1.131 1.882
C -3.334 1.302 0.574
C -1.974 1.314 0.358
N -1.056 1.104 1.305
H 4.329 0.192 6.887
H 2.152 1.203 7.449
H 0.341 1.267 5.749
H 2.888 -0.768 2.985
H 4.703 -0.772 4.646
H -3.192 0.790 3.906
H -4.866 1.196 2.091
H -4.011 1.464 -0.247
H -1.579 1.536 -0.627
O 4.959 0.680 0.696
C 3.923 1.261 1.010
O 2.805 1.053 0.410
C 3.931 2.296 2.098
C 5.156 2.767 2.526
C 5.245 3.762 3.499
C 4.068 4.304 4.023
C 2.818 3.842 3.612
C 2.703 2.784 2.650
O 1.572 2.278 2.333
N 1.677 4.433 4.171
O 1.838 5.297 5.058
O 0.546 4.107 3.780
N 6.496 4.221 3.941
O 7.536 3.746 3.444
O 6.530 5.095 4.830
H 6.052 2.347 2.095
H 4.103 5.101 4.749
C 0.370 -4.174 0.959
N 1.524 -3.332 0.725
C 2.481 -3.818 -0.246
C 1.335 -2.040 0.829
N 1.199 -0.935 1.122
H 0.710 -5.151 1.309
H -0.229 -4.298 0.051
H -0.256 -3.723 1.726
H 2.895 -4.765 0.110
H 3.286 -3.094 -0.354
H 2.009 -3.969 -1.222
C 0.582 5.852 -0.570
C -0.461 5.256 0.118
C -0.371 3.935 0.527
C 0.738 3.146 0.223
C 1.784 3.774 -0.453
C 1.711 5.103 -0.846
H 0.518 6.891 -0.879
H -1.356 5.817 0.352
H -1.184 3.543 1.120
H 2.693 3.234 -0.688
H 2.546 5.558 -1.367
O 0.487 -1.671 -1.617
C 0.592 -0.461 -1.861
O 0.535 0.501 -1.055
C 0.639 -0.067 -3.343
C -0.812 -0.012 -3.776
Ge -1.885 -1.681 -3.416
C -3.667 -1.039 -4.097
C -4.128 0.102 -3.436
C -5.344 0.678 -3.732
C -6.156 0.116 -4.704
C -5.728 -1.025 -5.363
C -4.501 -1.591 -5.061
C -1.111 -3.237 -4.396
C -1.551 -3.696 -5.636
C -0.969 -4.795 -6.237
C 0.085 -5.456 -5.623
C 0.556 -4.991 -4.402
C -0.038 -3.902 -3.800
C -2.541 -2.322 -1.637
C -2.175 -1.840 -0.391
C -2.756 -2.345 0.761
C -3.711 -3.342 0.684
C -4.094 -3.825 -0.557
C -3.513 -3.315 -1.701
H 1.177 -0.837 -3.898
H 1.125 0.902 -3.461
H -0.895 0.164 -4.853
H -1.297 0.827 -3.277
H -3.510 0.537 -2.660
H -5.665 1.569 -3.208
H -7.115 0.558 -4.939
H -6.358 -1.474 -6.121
H -4.200 -2.485 -5.587
H -2.353 -3.181 -6.147
H -1.334 -5.144 -7.195
H 0.540 -6.317 -6.094
H 1.394 -5.486 -3.929
H 0.333 -3.520 -2.861
H -1.407 -1.089 -0.302
H -2.457 -1.957 1.725
H -4.147 -3.755 1.583
H -4.842 -4.605 -0.627
H -3.811 -3.699 -2.671

Atomic partial charges in e from the Löwdin method, atoms 1 to 5: atom 1 (Mn): 0.8327, atom 2 (C): -0.1307, atom 3 (C): -0.1186, atom 4 (C): -0.0347, atom 5 (C): -0.2908

Number 1: total energy -3850.8087 Eh. Number 2: total energy -8470.5019 Eh. Number 3: total energy -3156.4497 Eh. Number 4: total energy -6142.0001 Eh.